[1]
ORCA calculation (ωB97M-V/def2-TZVPD) on a single C5H8O molecule.

The geometry in ORCA input format:
```
! wB97M-V def2-TZVPD RIJCOSX def2/J DEFGRID3
* xyz 0 1
O 1.723 0.228 1.226
C 0.425 0.368 0.689
C 0.389 0.950 -0.734
C -0.797 0.460 -1.480
C -1.266 -0.673 -0.625
C -0.243 -0.989 0.482
H 2.173 1.073 1.122
H 0.620 2.015 -0.843
H 1.164 0.403 -1.316
H -0.202 0.990 1.350
H -2.170 -0.202 -0.187
H -1.648 -1.522 -1.198
H -0.685 -1.404 1.392
H 0.515 -1.697 0.124
*
```

Summary:
M	84.12	u
energy above the lowest of the compared OMol25 structures with the same formula, charge and spin	82.9	kcal/mol
E_LUMO	0.015	Ha

Here are the Mulliken charges for atoms 1 to 6, given in e: atom 1 (O): -0.549, atom 2 (C): 0.168, atom 3 (C): -0.344, atom 4 (C): -0.833, atom 5 (C): -0.256, atom 6 (C): -0.777

***

[2]
ORCA calculation (ωB97M-V/def2-TZVPD) on 2 unconnected molecules or ions with the total composition C5H8O in a non-equilibrium geometry.

The geometry in ORCA input format:
```
! wB97M-V def2-TZVPD RIJCOSX def2/J DEFGRID3
* xyz 0 1
C -0.378 -1.890 -0.213
C -0.429 0.468 -0.406
C 0.278 1.286 -1.173
C 0.842 2.594 1.515
O 0.381 2.180 2.469
C 0.137 -0.602 0.456
H 0.121 -2.084 -1.170
H -0.183 -2.731 0.442
H -1.458 -1.877 -0.428
H -1.519 0.530 -0.399
H -0.202 2.021 -1.809
H 1.364 1.225 -1.216
H -0.211 -0.545 1.503
H 1.237 -0.599 0.461
*
```

Summary:
M	84.12	u
energy above the lowest of the compared OMol25 structures with the same formula, charge and spin	28.1	kcal/mol
E_LUMO	0.044	Ha

Here are the Mulliken charges for atoms 1 to 6, given in e: atom 1 (C): -1.200, atom 2 (C): -0.075, atom 3 (C): -0.794, atom 4 (C): 0.156, atom 5 (O): -0.158, atom 6 (C): -0.252

***

[3]
ORCA calculation (ωB97M-V/def2-TZVPD) on a single C5H8O molecule in a non-equilibrium geometry.

The geometry in ORCA input format:
```
! wB97M-V def2-TZVPD RIJCOSX def2/J DEFGRID3
* xyz 0 1
C -0.555 -1.627 -0.746
C -1.384 0.785 0.073
C -0.087 1.411 0.106
C 1.036 0.751 0.061
C 1.270 -0.681 0.174
O 0.355 -1.751 0.165
H -1.157 -2.516 -0.492
H -1.264 -0.103 -0.722
H -2.151 1.504 -0.212
H -1.650 0.331 1.026
H -0.111 2.477 -0.008
H 1.977 1.276 0.002
H 1.736 -0.844 1.136
H 1.985 -1.014 -0.565
*
```

Summary:
M	84.12	u
energy above the lowest of the compared OMol25 structures with the same formula, charge and spin	115.1	kcal/mol
E_LUMO	0.025	Ha

Here are the Mulliken charges for atoms 1 to 6, given in e: atom 1 (C): -0.407, atom 2 (C): -0.989, atom 3 (C): -0.084, atom 4 (C): -0.355, atom 5 (C): -0.393, atom 6 (O): -0.234

***

[4]
ORCA calculation (ωB97M-V/def2-TZVPD) on a single C5H8O molecule.

The geometry in ORCA input format:
```
! wB97M-V def2-TZVPD RIJCOSX def2/J DEFGRID3
* xyz 0 1
O 1.280 -0.360 1.490
C 0.486 -0.266 0.287
C -1.023 -0.371 0.426
C -1.063 0.531 -0.808
C 0.359 1.012 -0.532
C 1.347 -1.350 -0.155
H 2.130 0.063 1.304
H -1.400 0.133 1.318
H -1.468 -1.365 0.354
H -1.849 1.262 -0.870
H 1.032 1.114 -1.387
H 0.376 1.912 0.083
H 0.850 -2.263 0.220
H -1.057 -0.053 -1.728
*
```

Summary:
M	84.12	u
energy above the lowest of the compared OMol25 structures with the same formula, charge and spin	113.3	kcal/mol
E_LUMO	0.017	Ha

Here are the Mulliken charges for atoms 1 to 6, given in e: atom 1 (O): -0.504, atom 2 (C): 0.915, atom 3 (C): -0.659, atom 4 (C): -0.549, atom 5 (C): -0.858, atom 6 (C): -0.658

***

[5]
ORCA calculation (ωB97M-V/def2-TZVPD) on a molecular structure, C5H8O.

The geometry in ORCA input format:
```
! wB97M-V def2-TZVPD RIJCOSX def2/J DEFGRID3
* xyz 0 1
C 1.637 -0.365 0.350
C 0.615 0.560 -0.299
C -0.647 -0.034 -0.854
C -1.345 -0.708 0.338
O -1.546 0.553 1.011
C -0.751 1.171 0.023
H 1.191 -1.310 0.674
H 2.211 0.044 1.183
H 2.341 -0.625 -0.449
H 1.097 1.264 -0.978
H -0.867 -0.199 -1.902
H -0.697 -1.318 0.971
H -2.273 -1.247 0.144
H -0.965 2.211 -0.213
*
```

Summary:
M	84.12	u
energy above the lowest of the compared OMol25 structures with the same formula, charge and spin	65.0	kcal/mol
E_LUMO	0.040	Ha

Here are the Mulliken charges for atoms 1 to 6, given in e: atom 1 (C): -1.178, atom 2 (C): -0.063, atom 3 (C): -0.333, atom 4 (C): -0.314, atom 5 (O): -0.430, atom 6 (C): -0.141

***

[6]
ORCA calculation (ωB97M-V/def2-TZVPD) on a molecular structure, C5H8O in a non-equilibrium geometry.

The geometry in ORCA input format:
```
! wB97M-V def2-TZVPD RIJCOSX def2/J DEFGRID3
* xyz 0 1
C 1.115 0.458 -0.578
C 0.268 0.890 0.584
C -1.151 0.451 0.196
C -0.830 -1.043 -0.123
C 0.662 -0.955 0.171
O 0.746 -0.223 1.398
H 0.846 0.656 -1.623
H 2.191 0.653 -0.416
H 0.415 1.858 1.046
H -1.832 0.586 1.037
H -1.531 0.998 -0.672
H -1.412 -1.720 0.516
H -1.001 -1.336 -1.160
H 1.528 -1.260 -0.368
*
```

Summary:
M	84.12	u
energy above the lowest of the compared OMol25 structures with the same formula, charge and spin	73.1	kcal/mol
E_LUMO	0.041	Ha

Here are the Mulliken charges for atoms 1 to 6, given in e: atom 1 (C): -0.747, atom 2 (C): -0.101, atom 3 (C): -0.666, atom 4 (C): -0.548, atom 5 (C): -0.144, atom 6 (O): -0.447

***

[7]
ORCA calculation (ωB97M-V/def2-TZVPD) on a single C5H8O molecule in a non-equilibrium geometry.

The geometry in ORCA input format:
```
! wB97M-V def2-TZVPD RIJCOSX def2/J DEFGRID3
* xyz 0 1
O 0.162 1.478 1.479
C -0.039 1.071 0.336
C -1.258 0.172 -0.001
C -0.522 -1.175 -0.181
C 0.770 -0.819 0.505
C 0.949 1.179 -0.696
H -1.878 0.192 0.894
H -1.843 0.469 -0.876
H -1.037 -2.041 0.258
H -0.308 -1.382 -1.230
H 1.741 -1.035 0.125
H 0.707 -0.892 1.613
H 1.848 1.755 -0.471
H 0.708 1.029 -1.753
*
```

Summary:
M	84.12	u
energy above the lowest of the compared OMol25 structures with the same formula, charge and spin	90.8	kcal/mol
E_LUMO (alpha / beta)	-0.016 / -0.016	Ha

Here are the Mulliken charges for atoms 1 to 6, given in e: atom 1 (O): -0.700, atom 2 (C): 0.866, atom 3 (C): -0.691, atom 4 (C): -0.419, atom 5 (C): -0.611, atom 6 (C): -0.881

***

[8]
ORCA calculation (ωB97M-V/def2-TZVPD) on a single C5H8O molecule.

The geometry in ORCA input format:
```
! wB97M-V def2-TZVPD RIJCOSX def2/J DEFGRID3
* xyz 0 1
C 0.333 -1.105 -0.367
C 1.217 0.144 -0.280
C 0.451 1.059 0.649
O -0.277 0.442 1.711
C -0.963 0.731 0.494
C -1.106 -0.517 -0.364
H 0.608 -1.706 -1.240
H 0.446 -1.742 0.515
H 1.156 0.626 -1.264
H 2.276 -0.012 -0.052
H 0.816 2.056 0.884
H -1.730 1.504 0.527
H -1.482 -0.240 -1.360
H -1.826 -1.213 0.075
*
```

Summary:
M	84.12	u
energy above the lowest of the compared OMol25 structures with the same formula, charge and spin	26.8	kcal/mol
SMILES	C1C[C@@H]2O[C@@H]2C1
E_LUMO	0.042	Ha

Here are the Mulliken charges for atoms 1 to 6, given in e: atom 1 (C): -0.641, atom 2 (C): -0.638, atom 3 (C): -0.156, atom 4 (O): -0.460, atom 5 (C): -0.077, atom 6 (C): -0.712

***

[9]
ORCA calculation (ωB97M-V/def2-TZVPD) on a single C5H8O molecule in a non-equilibrium geometry.

The geometry in ORCA input format:
```
! wB97M-V def2-TZVPD RIJCOSX def2/J DEFGRID3
* xyz 0 1
C 0.386 2.176 -0.596
C 0.004 1.279 0.367
C -0.423 -0.123 0.023
C -0.474 -0.307 -1.568
C 0.450 -1.160 0.667
O 0.075 -1.912 1.517
H 0.090 1.897 -1.663
H 0.778 3.154 -0.302
H 0.165 1.530 1.472
H -1.428 -0.314 0.447
H -1.160 0.345 -2.080
H -0.777 -1.371 -1.779
H 0.582 -0.134 -1.908
H 1.495 -1.007 0.324
*
```

Summary:
M	84.12	u
energy above the lowest of the compared OMol25 structures with the same formula, charge and spin	38.4	kcal/mol
SMILES	C=C[C@@H](C)C=O
E_LUMO	0.031	Ha

Here are the Mulliken charges for atoms 1 to 6, given in e: atom 1 (C): -0.617, atom 2 (C): -0.415, atom 3 (C): 0.721, atom 4 (C): -1.603, atom 5 (C): -0.063, atom 6 (O): -0.464

***

[10]
ORCA calculation (ωB97M-V/def2-TZVPD) on a single C5H8O molecule.

The geometry in ORCA input format:
```
! wB97M-V def2-TZVPD RIJCOSX def2/J DEFGRID3
* xyz 0 1
C 1.558 -0.428 0.336
C 0.677 0.535 -0.455
C -0.346 1.116 0.497
C -1.472 0.425 0.374
C -1.248 -0.643 -0.671
O -0.110 -0.198 -1.387
H 0.896 -1.187 0.772
H 2.289 -0.935 -0.297
H 2.072 0.094 1.149
H 1.251 1.284 -1.015
H -0.108 1.857 1.252
H -2.372 0.502 0.975
H -2.058 -0.824 -1.380
H -1.029 -1.596 -0.151
*
```

Summary:
M	84.12	u
energy above the lowest of the compared OMol25 structures with the same formula, charge and spin	26.7	kcal/mol
SMILES	C[C@@H]1C=CCO1
E_LUMO	0.040	Ha

Here are the Mulliken charges for atoms 1 to 6, given in e: atom 1 (C): -1.114, atom 2 (C): 0.268, atom 3 (C): -0.519, atom 4 (C): -0.233, atom 5 (C): -0.551, atom 6 (O): -0.437

***

[11]
ORCA calculation (ωB97M-V/def2-TZVPD) on a single C5H8O molecule.

The geometry in ORCA input format:
```
! wB97M-V def2-TZVPD RIJCOSX def2/J DEFGRID3
* xyz 0 1
C 0.721 -1.382 1.253
C 1.309 -0.071 0.748
C 0.606 0.640 -0.379
C -0.551 0.424 -0.956
C -1.643 0.554 -1.672
O -2.741 1.283 -1.307
H 0.738 -2.152 0.476
H 1.313 -1.743 2.101
H -0.313 -1.262 1.592
H 1.373 0.646 1.580
H 2.347 -0.234 0.429
H 1.163 1.500 -0.759
H -1.788 0.077 -2.636
H -2.535 1.721 -0.470
*
```

Summary:
M	84.12	u
energy above the lowest of the compared OMol25 structures with the same formula, charge and spin	47.5	kcal/mol
SMILES	CCC=C=CO
E_LUMO	0.030	Ha

Here are the Mulliken charges for atoms 1 to 6, given in e: atom 1 (C): -1.167, atom 2 (C): -0.175, atom 3 (C): -0.153, atom 4 (C): -0.380, atom 5 (C): -0.082, atom 6 (O): -0.495

***

[12]
ORCA calculation (ωB97M-V/def2-TZVPD) on a single C5H8O molecule.

The geometry in ORCA input format:
```
! wB97M-V def2-TZVPD RIJCOSX def2/J DEFGRID3
* xyz 0 1
O 0.800 -1.220 1.236
C 0.738 -0.746 -0.129
C -0.735 -0.861 -0.572
C -1.355 0.454 -0.218
C -0.296 1.374 -0.076
C 0.998 0.734 -0.216
H 1.648 -0.925 1.595
H 1.395 -1.364 -0.752
H -0.726 -0.939 -1.674
H -1.217 -1.753 -0.161
H -2.409 0.691 -0.176
H -0.182 0.870 0.972
H -0.433 2.448 0.028
H 1.916 1.200 0.128
*
```

Summary:
M	84.12	u
energy above the lowest of the compared OMol25 structures with the same formula, charge and spin	101.9	kcal/mol
E_LUMO (alpha / beta)	0.033 / 0.035	Ha

Here are the Mulliken charges for atoms 1 to 6, given in e: atom 1 (O): -0.561, atom 2 (C): -0.092, atom 3 (C): -0.502, atom 4 (C): -0.661, atom 5 (C): -0.154, atom 6 (C): -0.777